(1)
This record from the OMol25 dataset describes C52H54AsCdN7O2S2 as an isolated structure. The level of theory is wB97M-V/def2-TZVPD.

Geometry as ORCA input:
```
! RIJCOSX wB97M-V def2-TZVPD def2/J DEFGRID3
* xyz 0 1
Cd -0.3555 -0.4505 0.6957
S -1.6136 0.5975 2.5894
C -0.8431 -0.1533 3.9378
N 0.0677 -1.0694 3.8892
C 0.4320 -1.4958 5.1541
C 1.3661 -2.4920 5.4317
C 1.6030 -2.8427 6.7486
C 0.9366 -2.2021 7.7957
C 0.0150 -1.2008 7.5381
C -0.2358 -0.8621 6.2145
S -1.3472 0.3036 5.5691
H 1.8948 -2.9740 4.6168
H 2.3217 -3.6229 6.9679
H 1.1426 -2.4890 8.8186
H -0.5008 -0.7005 8.3475
C 1.3574 -5.5004 -2.6227
C 0.8401 -4.2122 -2.0115
O 1.5876 -3.3218 -1.6496
N -0.5131 -4.1384 -1.9148
C -1.2726 -3.0396 -1.3208
C -1.1618 -1.7021 -2.0382
C -1.8978 -1.5639 -3.1625
C -1.8328 -0.3862 -4.0785
C -0.4495 1.0192 -3.2733
C -0.0686 0.5589 -1.8639
N -0.3359 -0.8013 -1.4243
H 2.4407 -5.5035 -2.5446
H 1.0759 -5.5714 -3.6745
H 0.9518 -6.3688 -2.1011
H -1.0453 -4.9153 -2.2638
H -0.9801 -2.9157 -0.2731
H -2.3110 -3.3587 -1.3458
H -2.4667 -2.4214 -3.5027
H -2.4798 -0.5237 -4.9451
H 0.0393 1.9759 -3.4625
H 1.0011 0.7406 -1.7128
C 4.7622 0.1743 6.8613
C 5.1184 -0.6499 5.6527
C 5.8025 -1.8543 5.7611
C 6.1516 -2.5878 4.6378
C 5.8351 -2.1298 3.3630
N 6.2962 -2.9023 2.2666
C 6.1675 -2.6807 0.9126
O 7.0458 -2.9686 0.1271
N 4.9604 -2.1417 0.4991
C 3.6975 -2.4857 1.0174
C 3.4351 -3.7030 1.6292
C 2.1499 -3.9656 2.0698
C 1.1668 -3.0128 1.8841
N 1.4211 -1.8401 1.3101
C 2.6532 -1.5813 0.8918
C 5.1343 -0.9326 3.2410
C 4.7831 -0.2169 4.3745
H 5.0986 -0.3063 7.7793
H 3.6837 0.3207 6.9280
H 5.2263 1.1605 6.8044
H 6.0739 -2.2288 6.7413
H 6.6870 -3.5244 4.7500
H 7.1173 -3.4514 2.4675
H 4.9738 -1.8260 -0.4586
H 4.2218 -4.4372 1.7417
H 1.9107 -4.9067 2.5451
H 0.1578 -3.1746 2.2432
H 2.8256 -0.6178 0.4225
H 4.8830 -0.5376 2.2689
H 4.2367 0.7124 4.2564
C -0.6025 2.3153 -7.5610
C -0.9094 1.7146 -6.2120
C -2.0080 2.3681 -5.4955
C -2.5362 2.1141 -4.2897
C -3.7210 2.9546 -3.8917
C -1.9980 1.0264 -3.3705
As -2.5946 0.8869 -1.4055
N -0.8085 1.4800 -0.9308
C -0.2484 2.7940 -0.9235
C -0.6822 3.8153 -1.7624
C -0.0599 5.0544 -1.7475
C 1.0122 5.2912 -0.8988
C 1.4536 4.2767 -0.0607
C 0.8265 3.0406 -0.0732
C -4.0763 2.1154 -0.9555
C -5.2844 1.6500 -1.5043
C -5.3332 0.4623 -2.4396
C -6.4792 2.2628 -1.1513
C -6.5232 3.2957 -0.2265
C -7.8271 3.9315 0.1754
C -5.3299 3.6968 0.3567
C -4.1095 3.1238 0.0187
C -2.8739 3.5987 0.7355
C -0.3436 -0.0070 -4.4278
C 0.7357 -1.0820 -4.3391
C -0.2154 0.6693 -5.7634
H -1.5042 2.3817 -8.1742
H 0.1417 1.7307 -8.0997
H -0.2161 3.3307 -7.4390
H -2.4778 3.1671 -6.0626
H -3.8953 3.7334 -4.6335
H -3.5885 3.4298 -2.9216
H -4.6294 2.3547 -3.8196
H -1.5091 3.6334 -2.4373
H -0.4159 5.8364 -2.4066
H 1.5020 6.2561 -0.8947
H 2.2784 4.4539 0.6181
H 1.1567 2.2551 0.5981
H -4.6105 0.5342 -3.2551
H -6.3261 0.3538 -2.8729
H -5.0940 -0.4532 -1.8922
H -7.4029 1.9117 -1.6000
H -8.6457 3.5871 -0.4557
H -7.7720 5.0188 0.1062
H -8.0724 3.6808 1.2096
H -5.3484 4.4800 1.1083
H -3.1418 4.1498 1.6364
H -2.2799 4.2581 0.1058
H -2.2450 2.7606 1.0331
H 0.8511 -1.4936 -3.3406
H 1.6963 -0.6552 -4.6409
H 0.4999 -1.9006 -5.0246
H 0.5462 0.2550 -6.4185
*
```

Summary:
E_HOMO, eV: -6.9
E_tot, eV: -156400.4018
Energy relative to the best compared isomer or geometry (same formula, charge and spin), eV: 3.8599
Largest force on an atom, eV Å⁻¹: 0.820
Molar mass, g mol⁻¹: 1060.5

Results of the Mulliken charge analysis, in e, for atoms 1 through 8: Cd 1.04; S -0.41; C 0.10; N 0.01; C -0.40; C 0.19; C -0.76; C -0.49



(2)
This record from the OMol25 dataset describes C4H8O as an isolated structure. The level of theory is wB97M-V/def2-TZVPD.

Geometry as ORCA input:
```
! RIJCOSX wB97M-V def2-TZVPD def2/J DEFGRID3
* xyz 0 1
C 1.7143 -0.2688 -0.0347
C 0.3535 0.2961 -0.3935
C -0.8964 -0.5942 -0.2727
C -1.4418 0.5788 0.5538
O -0.1477 1.1863 0.6256
H 2.5258 0.3765 -0.3823
H 1.7893 -0.3499 1.0534
H 1.8585 -1.2643 -0.4661
H 0.3827 0.8235 -1.3587
H -1.4249 -0.8593 -1.1932
H -0.7217 -1.5009 0.3145
H -1.8416 0.3620 1.5491
H -2.1501 1.2141 0.0048
*
```

Summary:
E_HOMO, eV: -9.6
E_tot, eV: -6324.0625
Energy relative to the best compared isomer or geometry (same formula, charge and spin), eV: 1.1054
Largest force on an atom, eV Å⁻¹: 0.413
Molar mass, g mol⁻¹: 72.1

Results of the natural (NBO) charge analysis, in e, for atoms 1 through 8: C -0.64; C 0.11; C -0.45; C -0.06; O -0.53; H 0.22; H 0.22; H 0.21



(3)
This record from the OMol25 dataset describes C4H7N3 as an isolated structure. The level of theory is wB97M-V/def2-TZVPD.

Geometry as ORCA input:
```
! RIJCOSX wB97M-V def2-TZVPD def2/J DEFGRID3
* xyz 0 1
N -2.0385 -0.6208 0.6889
C -0.8671 -0.0093 0.1709
C 0.0790 -0.3183 -0.9383
C 0.7370 -0.0361 0.3537
N 1.8983 -0.7676 0.6987
C 0.4514 1.0959 -0.6382
N -0.9153 1.4090 -0.1808
H -2.8105 -0.3500 0.0765
H -1.9836 -1.6339 0.6726
H 0.2932 -1.1419 -1.5988
H 2.5676 -0.2995 1.2974
H 2.3801 -1.1027 -0.1310
H 1.1456 1.7704 -1.1198
H -0.9373 2.0048 0.6482
*
```

Summary:
E_HOMO, eV: -8.4
E_tot, eV: -8727.4308
Energy relative to the best compared isomer or geometry (same formula, charge and spin), eV: 4.2485
Largest force on an atom, eV Å⁻¹: 0.607
Molar mass, g mol⁻¹: 97.1

Results of the natural (NBO) charge analysis, in e, for atoms 1 through 8: N -0.82; C 0.30; C -0.32; C 0.05; N -0.82; C -0.09; N -0.59; H 0.38



(4)
This record from the OMol25 dataset describes C20H18ClN3ORuS2 as an isolated structure in a non-equilibrium geometry. The level of theory is wB97M-V/def2-TZVPD.

Geometry as ORCA input:
```
! RIJCOSX wB97M-V def2-TZVPD def2/J DEFGRID3
* xyz 1 2
Ru -0.5992 0.3595 0.1209
Cl 6.2235 2.9174 -0.0903
C 4.7401 2.0150 -0.0076
C 4.7850 0.6182 0.0542
C 3.6218 -0.1040 0.1159
C 2.3631 0.5282 0.1207
O 1.2792 -0.2047 0.1966
C 2.3238 1.9448 0.0545
C 1.1194 2.7251 0.0534
N -0.0935 2.2811 0.0548
C -1.2117 3.1742 0.0294
C -1.1678 4.5395 0.0090
C -2.3584 5.2987 -0.0211
C -3.5787 4.6942 -0.0317
C -3.6624 3.2823 -0.0113
C -4.8874 2.5751 -0.0179
C -4.8778 1.2140 0.0081
C -3.6442 0.5392 0.0413
N -2.4831 1.1551 0.0530
C -2.4765 2.5327 0.0229
C 3.5386 2.6611 -0.0093
H 5.7436 0.1164 0.0503
H 3.6458 -1.1848 0.1615
H 1.2755 3.8009 0.0430
H -0.2240 5.0657 0.0271
H -2.2900 6.3781 -0.0325
H -4.4862 5.2839 -0.0486
H -5.8212 3.1232 -0.0419
H -5.7974 0.6466 0.0083
H -3.6085 -0.5422 0.0610
H 3.5138 3.7425 -0.0698
S 0.8910 -2.6586 -0.0878
C 0.5976 -4.4080 -0.2077
N 0.8528 -5.1734 0.8158
C 1.2360 -6.5696 0.5548
C 1.6281 -6.6190 -0.9171
S 0.6668 -5.2755 -1.7017
H 1.0556 -4.7233 1.7022
H 0.3872 -7.2240 0.7574
H 2.0533 -6.8495 1.2146
H 1.3774 -7.5689 -1.3802
H 2.6814 -6.3990 -1.0799
C -0.8336 -2.0129 -0.1586
H -1.5402 -2.8275 -0.0456
H -0.9870 -1.5177 -1.1218
H -0.9713 -1.3500 0.7517
*
```

Summary:
E_HOMO (alpha / beta), eV: -9.6 / -9.2
E_tot, eV: -64317.7208
Energy relative to the best compared isomer or geometry (same formula, charge and spin), eV: 3.2667
Largest force on an atom, eV Å⁻¹: 1.081
⟨S²⟩: 0.759
Molar mass, g mol⁻¹: 517.0

Results of the natural (NBO) charge analysis, in e, for atoms 1 through 8: Ru 0.32; Cl 0.01; C -0.09; C -0.17; C -0.28; C 0.46; O -0.74; C -0.23



(5)
This record from the OMol25 dataset describes a 9-piece molecular cluster, C6H29NO8 overall in a non-equilibrium geometry. The level of theory is wB97M-V/def2-TZVPD.

Geometry as ORCA input:
```
! RIJCOSX wB97M-V def2-TZVPD def2/J DEFGRID3
* xyz 0 1
C 1.6194 -2.1414 -1.9816
C 1.5561 -1.0326 -1.2434
C 2.8427 -0.2711 -0.9113
C 0.1675 -0.5139 -0.8353
C 0.0294 0.9661 -1.1355
C -1.4903 1.3760 -0.8111
N -1.9190 0.9917 0.5260
H 0.6980 -2.6945 -2.2140
H 2.5128 -2.6833 -2.2449
H 3.6507 -0.8394 -1.3634
H 2.9084 -0.1158 0.1531
H 2.8590 0.7012 -1.4192
H -0.5301 -1.0075 -1.5294
H 0.0918 -0.8438 0.2080
H 0.3560 1.0832 -2.1789
H 0.6364 1.6967 -0.5978
H -1.6495 2.4521 -0.8996
H -2.0365 0.8308 -1.5828
H -1.2607 1.3522 1.2161
H -1.8443 0.0039 0.7369
O 1.3587 -0.0595 2.9815
H 1.1277 0.8481 2.6948
H 1.2959 -0.0391 3.9531
O 1.1807 -0.3609 -4.3683
H 0.3891 -0.8050 -4.7434
H 1.1261 -0.6590 -3.4381
O -2.1451 -3.7978 -0.6974
H -1.2558 -3.6738 -0.3375
H -2.2515 -3.3617 -1.5464
O 0.9268 2.5297 3.4597
H 0.6962 3.1046 2.6897
H 0.0770 2.5840 3.9014
O -0.3074 3.4771 1.2731
H -0.3185 2.8983 0.5061
H -1.2159 3.5925 1.5998
O -3.6055 -1.3139 -1.3105
H -3.8925 -2.1835 -0.9817
H -4.2637 -0.8408 -1.7948
O 3.3405 1.9503 2.2279
H 2.7512 2.2974 2.9219
H 3.1797 1.0564 1.9812
O -2.5182 -2.0468 1.3379
H -1.7709 -2.3773 1.8114
H -2.8460 -1.8480 0.4702
*
```

Summary:
E_HOMO, eV: -9.4
E_tot, eV: -24560.6574
Structure (SMILES): C=C(C)CCCN.O.O.O.O.O.O.O.O
Energy relative to the best compared isomer or geometry (same formula, charge and spin), eV: 3.8484
Largest force on an atom, eV Å⁻¹: 3.377
Molar mass, g mol⁻¹: 243.3

Results of the natural (NBO) charge analysis, in e, for atoms 1 through 8: C -0.46; C 0.06; C -0.65; C -0.47; C -0.43; C -0.23; N -0.85; H 0.18



(6)
This record from the OMol25 dataset describes a 5-piece molecular cluster, C2H14NO4S overall in a non-equilibrium geometry. The level of theory is wB97M-V/def2-TZVPD.

Geometry as ORCA input:
```
! RIJCOSX wB97M-V def2-TZVPD def2/J DEFGRID3
* xyz -1 1
C -1.6181 0.6054 1.2221
C -1.7966 -0.9176 1.2526
S -0.6917 -1.9521 0.4513
N -0.3226 1.1525 0.9674
H -1.9946 1.0372 2.1923
H -2.3321 0.9846 0.4442
H -2.7783 -1.2578 0.7876
H -1.8482 -1.1884 2.3352
H -0.3434 1.7915 0.2375
H 0.2054 0.3155 0.6995
H 2.0884 -1.7558 -0.5617
H 3.4993 -2.1942 -0.8839
O 2.7052 -1.7556 -1.2311
H -0.4374 -0.1180 -1.7159
H 0.7820 -0.4291 -2.5207
O 0.0002 0.0073 -2.6523
H -0.8916 2.5875 -3.0440
H -0.2590 1.6284 -2.2189
O -0.7616 2.4381 -2.0938
H 2.6994 1.2273 1.9069
H 1.3533 1.8961 2.0578
O 2.3149 1.8744 2.4078
*
```

Summary:
E_HOMO, eV: -3.1
E_tot, eV: -22817.2519
Energy relative to the best compared isomer or geometry (same formula, charge and spin), eV: 1.3501
Largest force on an atom, eV Å⁻¹: 4.724
Molar mass, g mol⁻¹: 148.2

Results of the natural (NBO) charge analysis, in e, for atoms 1 through 8: C -0.22; C -0.59; S -0.66; N -0.90; H 0.16; H 0.16; H 0.20; H 0.17



(7)
This record from the OMol25 dataset describes one molecule with the formula C6H7F in a non-equilibrium geometry. The level of theory is wB97M-V/def2-TZVPD.

Geometry as ORCA input:
```
! RIJCOSX wB97M-V def2-TZVPD def2/J DEFGRID3
* xyz 0 1
C 2.2399 0.8787 0.0065
C 1.1588 0.3373 -0.0385
C -0.0921 -0.4268 -0.0718
C -0.0792 -1.4306 1.1065
F -0.2239 -1.1121 -1.2867
C -1.2919 0.4189 0.0185
C -1.2830 1.7522 0.1426
H 3.2290 1.3800 0.0135
H -1.0817 -1.8573 1.1613
H 0.0761 -0.8681 2.0556
H 0.6215 -2.2775 0.9862
H -2.2557 -0.1595 -0.0952
H -2.1949 2.4004 0.1670
H -0.2942 2.2119 0.3098
*
```

Summary:
E_HOMO, eV: -10.2
E_tot, eV: -9050.1259
Structure (SMILES): C#C[C@](C)(F)C=C
Energy relative to the best compared isomer or geometry (same formula, charge and spin), eV: 1.7288
Largest force on an atom, eV Å⁻¹: 2.585
Molar mass, g mol⁻¹: 98.1

Results of the natural (NBO) charge analysis, in e, for atoms 1 through 8: C -0.22; C -0.04; C 0.24; C -0.62; F -0.35; C -0.21; C -0.37; H 0.25



(8)
This record from the OMol25 dataset describes C22H31AsFNO6S5Tc as an isolated structure in a non-equilibrium geometry. The level of theory is wB97M-V/def2-TZVPD.

Geometry as ORCA input:
```
! RIJCOSX wB97M-V def2-TZVPD def2/J DEFGRID3
* xyz 3 1
Tc 1.2395 -0.0933 0.2322
C 1.9599 2.3497 2.1932
O 1.9900 1.7422 0.8831
C 2.7473 2.4467 -0.1327
C 1.9860 2.3136 -1.4366
O 1.6994 0.9313 -1.7062
C 2.5390 0.2839 -2.6815
H 1.9016 3.4322 2.1025
H 2.8493 2.0746 2.7603
H 1.0701 1.9893 2.7038
H 3.7441 2.0032 -0.2005
H 2.8427 3.4985 0.1312
H 2.5552 2.7576 -2.2533
H 1.0255 2.8234 -1.3577
H 2.4714 0.8181 -3.6283
H 2.1416 -0.7199 -2.8158
H 3.5812 0.2501 -2.3563
C -5.7693 -2.2721 -1.5231
C -5.5127 -0.7885 -1.7430
C -6.6034 0.0691 -1.1201
C -6.3547 1.5386 -1.4212
C -4.9867 1.9397 -0.9548
C -4.7168 3.2404 -0.5988
C -3.4501 3.6095 -0.1428
F -3.2276 4.8702 0.1930
C -2.4385 2.6958 -0.0294
C -2.6825 1.3669 -0.3971
C -1.6220 0.4054 -0.3325
O -0.4349 0.7990 0.0808
C -1.9004 -0.9000 -0.7266
C -3.1821 -1.2191 -1.1603
N -4.1734 -0.3511 -1.2219
C -3.9616 0.9706 -0.8591
C -0.8636 -1.9901 -0.8113
O -1.1552 -3.1319 -1.0019
O 0.3835 -1.5352 -0.7117
H -6.8091 -2.4773 -1.7696
H -5.6101 -2.5568 -0.4814
H -5.1703 -2.9134 -2.1685
H -5.4906 -0.5849 -2.8183
H -6.6475 -0.1031 -0.0411
H -7.5600 -0.2395 -1.5368
H -7.1057 2.1703 -0.9487
H -6.4354 1.7100 -2.4993
H -5.4951 3.9911 -0.6581
H -1.4677 2.9803 0.3480
H -3.3739 -2.2367 -1.4657
S 1.0488 -0.6475 7.1130
As 0.9203 -2.1283 5.4781
S 0.6368 -1.3116 2.1831
S 1.6997 -0.6959 3.7580
S 2.6775 -1.8951 6.7850
C 6.2020 -0.4547 2.2706
C 5.2671 -1.5039 1.6871
S 4.5937 -0.9553 0.0779
O 3.0652 -0.8275 0.3757
C 4.6936 -2.4757 -0.9187
C 3.9165 -3.6410 -0.3331
H 6.6028 -0.8204 3.2152
H 5.6892 0.4887 2.4612
H 7.0501 -0.2649 1.6132
H 4.3817 -1.6643 2.3014
H 5.7815 -2.4527 1.5406
H 5.7650 -2.6745 -1.0050
H 4.3165 -2.1902 -1.9015
H 4.3411 -3.9881 0.6071
H 3.9567 -4.4713 -1.0373
H 2.8674 -3.3844 -0.1876
*
```

Summary:
E_HOMO (alpha / beta), eV: -15.9 / -15.9
E_tot, eV: -156997.8046
Largest force on an atom, eV Å⁻¹: 2.357
Molar mass, g mol⁻¹: 757.7

Results of the natural (NBO) charge analysis, in e, for atoms 1 through 8: Tc 1.21; C -0.25; O -0.51; C -0.11; C -0.10; O -0.54; C -0.26; H 0.22